Entry 1:
Density functional theory data (ωB97M-V with the def2-TZVPD basis set) for a cluster of 2 separate species, C4H10NO in total at a distorted geometry.

Element x y z (Å)
1 C 1.090 -0.353 1.390
2 C -0.071 0.084 0.440
3 C 0.420 0.866 -0.752
4 C 1.125 2.154 -0.366
5 O 1.918 2.643 -1.105
6 N -2.430 -2.196 -0.698
7 H 0.852 -0.043 2.412
8 H 1.415 -1.393 1.316
9 H 1.716 0.348 0.857
10 H -0.870 0.732 0.820
11 H 1.080 0.405 -1.499
12 H -0.452 1.168 -1.395
13 H 0.989 2.611 0.629
14 H -2.131 -2.233 -1.658
15 H -1.827 -1.729 -0.026
16 H -2.824 -3.063 -0.366

gap between HOMO and LUMO	0.1854	Eh
spin multiplicity	1
E_HOMO	-13.350	eV
charge	+1
relative energy (zero: lowest compared OMol25 entry of this formula, charge and spin)	5.339	eV
F_max	5.114	eV/A


Entry 2:
Density functional theory data (ωB97M-V with the def2-TZVPD basis set) for a structure of composition C46H49IN5O5Sc at a distorted geometry.

Element x y z (Å)
1 Sc -0.463 -1.509 -1.143
2 C -2.392 0.489 -4.430
3 C -1.032 0.715 -4.706
4 C -0.594 1.718 -3.823
5 C -1.664 2.093 -3.001
6 C -2.796 1.328 -3.382
7 C -4.193 1.432 -2.861
8 C -1.562 3.144 -1.945
9 C 0.776 2.310 -3.775
10 C -0.263 0.045 -5.801
11 C -3.242 -0.473 -5.190
12 H -4.922 1.579 -3.673
13 H -4.328 2.278 -2.172
14 H -4.529 0.522 -2.317
15 H -1.309 4.126 -2.362
16 H -0.761 2.915 -1.220
17 H -2.473 3.280 -1.353
18 H 1.221 2.453 -4.770
19 H 1.491 1.711 -3.194
20 H 0.766 3.300 -3.298
21 H -0.543 0.397 -6.815
22 H -0.422 -1.047 -5.811
23 H 0.813 0.197 -5.706
24 H -4.281 -0.466 -4.848
25 H -2.888 -1.530 -5.113
26 H -3.267 -0.278 -6.271
27 C 2.881 -4.008 -1.731
28 C 2.422 -3.704 -0.345
29 N 3.308 -3.790 0.620
30 C 2.919 -3.580 1.890
31 C 1.637 -3.258 2.270
32 C 1.392 -2.986 3.728
33 O 0.227 -3.647 4.228
34 C 0.677 -3.095 1.242
35 C -0.732 -2.776 1.550
36 N -1.540 -2.373 0.671
37 C -2.915 -2.111 0.969
38 C -3.378 -1.921 2.256
39 C -4.717 -1.616 2.486
40 C -5.612 -1.543 1.435
41 C -5.164 -1.740 0.136
42 C -3.814 -2.006 -0.089
43 I -3.147 -2.268 -2.099
44 C 1.070 -3.343 -0.079
45 O 0.230 -3.279 -1.093
46 H 3.570 -4.847 -1.707
47 H 3.400 -3.148 -2.154
48 H 2.046 -4.226 -2.394
49 H 3.692 -3.675 2.650
50 H 1.290 -1.912 3.877
51 H 2.273 -3.306 4.276
52 H 0.398 -3.916 5.135
53 H -1.025 -2.966 2.578
54 H -2.707 -1.974 3.102
55 H -5.053 -1.440 3.499
56 H -6.654 -1.324 1.628
57 H -5.856 -1.686 -0.696
58 C 0.036 4.436 3.962
59 O 0.700 3.701 2.946
60 C 1.779 2.922 3.264
61 C 2.618 3.112 4.347
62 C 3.686 2.238 4.555
63 C 3.895 1.171 3.706
64 C 3.044 0.967 2.622
65 C 2.006 1.854 2.381
66 N 1.077 1.741 1.346
67 C 0.945 0.731 0.424
68 N 2.056 0.426 -0.248
69 C 2.274 -0.186 -1.522
70 C 1.296 -0.824 -2.255
71 C 1.706 -1.313 -3.509
72 C 2.987 -1.135 -3.994
73 C 3.955 -0.484 -3.225
74 C 3.600 -0.015 -1.975
75 O 4.448 0.635 -1.111
76 C 5.818 0.742 -1.449
77 N -0.222 0.188 0.177
78 C -1.366 0.606 0.930
79 C -2.507 0.908 0.204
80 C -3.657 1.368 0.831
81 C -3.657 1.535 2.199
82 C -2.542 1.184 2.951
83 C -1.404 0.676 2.334
84 O -0.319 0.227 3.035
85 C -0.375 0.245 4.448
86 H -0.734 5.017 3.465
87 H 0.715 5.120 4.467
88 H -0.418 3.759 4.689
89 H 2.453 3.932 5.033
90 H 4.343 2.391 5.406
91 H 4.702 0.471 3.878
92 H 3.181 0.096 1.988
93 H 0.229 2.260 1.522
94 H 2.857 0.957 0.056
95 H 0.998 -1.846 -4.136
96 H 3.259 -1.519 -4.976
97 H 4.954 -0.340 -3.613
98 H 6.304 1.172 -0.578
99 H 5.964 1.394 -2.310
100 H 6.248 -0.241 -1.647
101 H -2.452 0.844 -0.893
102 H -4.530 1.630 0.240
103 H -4.527 1.940 2.709
104 H -2.580 1.297 4.027
105 H 0.587 -0.132 4.787
106 H -1.190 -0.386 4.823
107 H -0.500 1.260 4.828

gap between HOMO and LUMO	0.1484	Eh
spin multiplicity	1
E_HOMO	-4.901	eV
relative energy (zero: lowest compared OMol25 entry of this formula, charge and spin)	2.118	eV
F_max	1.933	eV/A


Entry 3:
Density functional theory data (ωB97M-V with the def2-TZVPD basis set) for a cluster of 3 separate species, C31H45BrNO21P3S3 in total at a distorted geometry.

Element x y z (Å)
1 C -3.996 0.257 -2.755
2 C -4.200 1.518 -1.788
3 O -4.350 2.723 -2.624
4 C -2.985 1.817 -0.784
5 C -2.000 0.556 -0.554
6 C -0.505 0.690 -1.042
7 C 0.038 2.014 -1.760
8 C 0.456 3.196 -0.748
9 C 0.971 2.701 0.691
10 S -0.408 3.037 1.913
11 C 0.491 -0.468 -0.820
12 C -0.020 -1.795 -0.132
13 C -1.482 -1.942 0.350
14 C -1.942 -3.325 1.056
15 O -3.085 -3.927 0.405
16 C -3.921 -4.665 1.318
17 O -5.288 -4.203 1.075
18 C -6.177 -4.662 2.117
19 C -7.025 -3.462 2.808
20 O -7.305 -2.406 1.835
21 C -2.508 -0.751 0.173
22 P -4.257 -1.014 0.831
23 N -4.195 -1.700 2.492
24 O -5.095 0.488 1.077
25 C 1.113 -2.933 0.053
26 O 0.963 -4.135 -0.257
27 C 2.503 -2.326 0.621
28 C 3.327 -2.947 1.768
29 O 2.948 -4.153 2.403
30 C 3.306 -5.325 1.596
31 C 4.832 -5.799 1.758
32 C 4.894 -7.431 1.782
33 O 5.534 -5.428 0.518
34 C 4.622 -2.193 2.230
35 P 5.717 -2.794 3.674
36 O 7.033 -3.408 3.194
37 O 4.839 -3.887 4.669
38 O 5.945 -1.395 4.661
39 C 5.117 -0.863 1.561
40 C 4.293 -0.238 0.375
41 P 4.936 1.370 -0.375
42 O 3.690 2.302 -1.086
43 Br 6.301 0.766 -2.133
44 C 3.011 -0.994 -0.049
45 C 2.053 -0.421 -1.223
46 O 2.490 -0.042 -2.328
47 H -5.001 0.105 -3.307
48 H -3.776 -0.729 -2.227
49 H -3.206 0.528 -3.545
50 H -5.218 1.385 -1.278
51 H -5.322 2.895 -2.673
52 H -3.369 2.119 0.264
53 H -2.446 2.741 -1.183
54 H -0.825 2.409 -2.423
55 H 0.911 1.842 -2.469
56 H 1.342 3.756 -1.238
57 H -0.424 3.923 -0.660
58 H 1.357 1.627 0.720
59 H 1.847 3.397 0.983
60 H 0.230 3.594 3.035
61 H -1.112 -4.110 1.072
62 H -2.125 -3.050 2.165
63 H -3.797 -5.776 1.049
64 H -3.690 -4.496 2.423
65 H -5.639 -5.209 2.963
66 H -6.949 -5.378 1.661
67 H -6.376 -3.032 3.648
68 H -7.993 -3.943 3.190
69 H -7.208 -1.558 2.327
70 H -5.019 -1.408 3.031
71 H -3.314 -1.330 2.883
72 H -4.598 0.957 1.795
73 H 3.183 -5.011 0.494
74 H 2.534 -6.133 1.842
75 H 5.378 -5.361 2.657
76 H 5.332 -7.763 2.792
77 H 5.616 -7.773 0.955
78 H 3.863 -7.901 1.601
79 H 6.216 -4.748 0.712
80 H 3.904 -3.591 4.765
81 H 5.137 -1.293 5.228
82 H 6.049 -0.308 1.921
83 H 3.935 2.455 -2.034
84 O -6.439 6.016 -2.525
85 S -6.445 5.248 -3.733
86 O -6.767 3.851 -3.765
87 O -5.024 5.469 -4.482
88 C -5.248 6.002 -5.787
89 C -6.547 6.786 -5.684
90 O -7.378 6.012 -4.819
91 H -5.347 5.165 -6.485
92 H -4.410 6.629 -6.091
93 H -7.026 6.928 -6.653
94 H -6.383 7.760 -5.214
95 O 4.523 5.461 -1.062
96 S 5.554 4.846 -0.280
97 O 5.283 3.880 0.741
98 O 6.482 6.020 0.348
99 C 7.834 5.841 -0.078
100 C 7.741 5.144 -1.426
101 O 6.658 4.223 -1.293
102 H 8.343 5.212 0.658
103 H 8.342 6.804 -0.146
104 H 8.661 4.621 -1.689
105 H 7.486 5.852 -2.221

gap between HOMO and LUMO	0.2409	Eh
spin multiplicity	1
E_HOMO	-7.955	eV
F_max	4.925	eV/A
SMILES	C[C@H](O)Cc1c(CCCS)c2c(c(COCOCCO)c1P(N)O)C(=O)c1c(OC[C@@H](C)O)c(P(=O)(O)O)cc(P(O)Br)c1C2=O.O=S1(=O)OCCO1.O=S1(=O)OCCO1


Entry 4:
Density functional theory data (ωB97M-V with the def2-TZVPD basis set) for a cluster of 2 separate species, C8H7NO4 in total at a distorted geometry.

Element x y z (Å)
1 C -1.519 0.078 1.000
2 C -0.309 0.652 -0.920
3 C -0.249 1.535 -1.868
4 C 1.118 2.190 -2.135
5 C 2.283 1.846 -1.597
6 C 2.112 0.510 -0.792
7 C 0.950 0.253 -0.279
8 C -0.581 -0.918 1.268
9 H -2.172 -1.400 2.499
10 H -1.398 1.153 1.269
11 H -1.363 1.807 -2.155
12 H 1.114 3.084 -2.766
13 H 3.204 2.248 -1.972
14 H 3.075 0.403 -0.258
15 H 1.052 -2.921 1.014
16 N 0.640 -0.842 0.735
17 O -2.678 -0.545 1.536
18 O -1.541 0.113 -0.534
19 O 1.507 -1.902 1.026
20 O -1.142 -2.085 1.619

gap between HOMO and LUMO	0.3390	Eh
spin multiplicity	1
E_HOMO	-9.336	eV
relative energy (zero: lowest compared OMol25 entry of this formula, charge and spin)	6.751	eV
F_max	7.695	eV/A